No. 1
{"formula": "C3H6O3", "method": "ωB97M-V with the def2-TZVPD basis set", "elements": ["O", "C", "C", "O", "C", "O", "H", "H", "H", "H", "H", "H"], "xyz": [[0.5184, -0.5104, -1.7341], [1.1437, -0.6702, -0.0235], [0.2300, 0.3053, 0.6865], [0.2069, 1.5476, 0.0045], [-1.1890, -0.2375, 0.7583], [-2.1123, 0.3090, 0.2002], [0.2246, 0.4247, -1.6315], [1.5250, -0.4282, -1.4268], [0.8673, -1.7123, 0.2068], [0.6324, 0.3948, 1.7157], [-0.7412, 1.7785, -0.0561], [-1.3058, -1.2013, 1.2999]], "forces_ev_per_a": [[0.26, 0.25, 0.53], [-0.14, -0.01, 0.19], [-0.01, -0.15, -0.11], [-0.26, -0.09, 0.18], [-0.11, 0.01, -0.14], [0.34, -0.20, 0.30], [0.08, -0.31, -0.20], [-0.26, 0.00, -0.29], [0.00, 0.26, -0.09], [-0.12, -0.03, -0.25], [0.27, 0.06, 0.00], [-0.04, 0.22, -0.12]], "total_charge": 0, "energy_ev": -9346.366, "lumo_energy_ev": 0.59, "largest_force_ev_per_a": 0.64}

No. 2
{"formula": "C3H6O3", "method": "ωB97M-V with the def2-TZVPD basis set", "elements": ["O", "C", "C", "O", "C", "O", "H", "H", "H", "H", "H", "H"], "xyz": [[0.9439, 0.9780, 1.2294], [0.7196, 0.9719, -0.1374], [-0.6228, 0.4740, -0.5396], [0.2041, -1.7190, -0.9246], [-0.4006, -1.5422, 0.1568], [-0.0685, -1.5809, 1.3437], [0.8682, 0.0493, 1.5343], [1.5085, 0.4928, -0.7259], [0.6540, 2.0301, -0.4682], [-0.8593, 0.3480, -1.5908], [-1.4343, 0.7411, 0.1335], [-1.5130, -1.2433, -0.0113]], "forces_ev_per_a": [[0.07, -0.11, 0.08], [-0.13, -0.18, -0.21], [0.01, 0.31, -0.01], [-0.12, -0.04, 0.29], [0.17, 0.02, 0.03], [-0.05, -0.08, -0.34], [-0.01, 0.12, 0.03], [-0.08, 0.09, 0.10], [-0.06, -0.07, -0.03], [0.08, -0.02, 0.12], [0.09, -0.12, -0.07], [0.04, 0.06, 0.01]], "total_charge": 0, "energy_ev": -9346.741, "lumo_energy_ev": [-2.25, -2.25], "largest_force_ev_per_a": 0.35}

No. 3
{"formula": "C3H6O3", "method": "ωB97M-V with the def2-TZVPD basis set", "elements": ["C", "C", "C", "O", "O", "O", "H", "H", "H", "H", "H", "H"], "xyz": [[0.9429, -0.0309, 0.0956], [-1.4599, 0.0071, -0.3737], [-0.3213, 0.7218, 0.4747], [2.1543, 0.5199, 0.1561], [1.5902, 0.1856, -1.0896], [0.9537, -1.3557, 0.5472], [-1.3908, 0.3767, -1.4192], [-2.5662, 0.2568, -0.2767], [-1.1210, -1.0698, -0.2309], [-0.5103, 0.4332, 1.4445], [-0.0242, 1.7193, 0.5102], [1.7527, -1.7640, 0.1617]], "forces_ev_per_a": [[-0.39, -1.31, 0.47], [0.28, 1.06, -0.99], [-0.14, -2.74, -1.84], [7.82, 5.10, 15.25], [-7.20, -4.17, -15.08], [0.04, 0.59, -0.71], [0.67, -0.85, 0.25], [1.49, -0.55, 1.23], [-1.44, 1.22, -0.66], [-0.29, -0.51, 2.49], [-0.41, 2.04, -0.69], [-0.42, 0.11, 0.29]], "total_charge": 0, "spin_multiplicity": 3, "energy_ev": -9342.275, "lumo_energy_ev": [0.84, -1.51], "largest_force_ev_per_a": 17.88}

No. 4
{"formula": "C3H6O3Tb", "method": "ωB97M-V with the def2-TZVPD basis set", "elements": ["C", "C", "O", "C", "O", "Tb", "H", "H", "H", "H", "H", "O", "H"], "xyz": [[0.5998, 0.7255, -1.3715], [0.7057, 0.5098, -0.0428], [-0.4706, 0.5260, 0.7184], [-0.3974, 0.3575, 2.0222], [-1.6727, 0.3871, 2.3800], [-3.2078, 0.8916, 0.5772], [1.5049, 1.0315, -1.8961], [-0.3802, 0.6767, -1.8501], [1.5915, 0.7351, 0.5512], [-1.8041, 0.2268, 3.3250], [1.4342, -1.7303, -0.7247], [1.4825, -1.9919, -1.7359], [0.6143, -2.3453, -1.9529]], "forces_ev_per_a": [[0.11, -0.16, 2.26], [1.05, 2.27, -2.19], [-1.67, -0.57, 0.53], [2.00, -0.22, -0.46], [-2.30, 0.13, 0.25], [0.44, 0.01, -0.13], [-0.38, -0.57, -0.21], [0.44, 0.06, -0.21], [-0.18, -0.53, -0.06], [0.39, -0.02, 0.40], [0.16, -1.14, -3.26], [-0.07, 0.98, 3.02], [0.02, -0.24, 0.07]], "total_charge": 2, "spin_multiplicity": 8, "energy_ev": -31762.852, "lumo_energy_ev": [-9.56, -10.31], "largest_force_ev_per_a": 3.46}

No. 5
{"formula": "C3H6O4", "method": "ωB97M-V with the def2-TZVPD basis set", "elements": ["C", "C", "O", "C", "O", "O", "H", "H", "H", "H", "O", "H", "H"], "xyz": [[0.5680, 2.8094, -0.3459], [1.0687, 1.7995, -1.0539], [0.7286, 0.4651, -0.9383], [1.4102, -0.4793, -0.2565], [0.9372, -1.5745, -0.0891], [2.6635, -0.1436, -0.0034], [1.0020, 3.7981, -0.4950], [-0.2761, 2.6954, 0.3321], [1.8319, 1.9286, -1.8215], [3.1044, -0.8804, 0.4394], [1.3269, 2.0439, 2.7137], [0.4035, 1.7984, 2.5981], [1.3215, 3.0194, 2.6997]], "forces_ev_per_a": [[-0.04, -0.61, -0.49], [1.15, 0.43, 0.21], [-1.11, -0.07, 0.55], [-0.52, -1.09, -1.15], [0.17, 0.81, 0.33], [0.52, 0.77, 0.27], [-0.34, -0.26, -0.12], [0.38, -0.07, 0.00], [-0.04, 0.23, 0.29], [-0.19, -0.06, 0.01], [-0.03, 0.65, 0.06], [0.02, -0.03, 0.04], [0.04, -0.68, 0.00]], "total_charge": 0, "energy_ev": -11397.453, "smiles": "C=COC(=O)O.O", "lumo_energy_ev": 0.58, "largest_force_ev_per_a": 1.67}

No. 6
{"formula": "C3H6O4S", "method": "ωB97M-V with the def2-TZVPD basis set", "elements": ["C", "C", "C", "O", "O", "O", "O", "S", "H", "H", "H", "H", "H", "H"], "xyz": [[-1.0427, 0.5924, -1.2803], [-0.3330, -0.9632, 0.7149], [-1.4799, -0.3012, -0.1619], [2.3611, 0.2979, 2.2653], [3.5929, 0.2241, 0.2069], [-1.7975, 0.9738, -2.1522], [0.1737, 1.0401, -1.2084], [2.4317, 0.7487, 0.8750], [0.4259, -1.4246, 0.0814], [-0.8269, -1.7067, 1.3091], [0.3680, -0.2870, 1.3935], [-2.0775, 0.3909, 0.4236], [-2.1080, -1.1322, -0.3837], [0.3124, 1.5469, -2.0831]], "forces_ev_per_a": [[-2.79, -0.60, -1.00], [1.13, 2.20, 0.17], [2.15, 0.22, 1.87], [-0.47, 1.02, -1.53], [-0.57, 0.52, -0.59], [0.23, -0.35, 0.15], [2.48, 1.27, -1.60], [1.61, -1.28, 2.19], [-0.35, -0.39, -0.26], [0.15, -0.40, 0.54], [-2.49, -1.19, -1.17], [-0.19, -0.07, 0.49], [-0.63, -0.17, -1.10], [-0.25, -0.79, 1.84]], "total_charge": 0, "energy_ev": -22232.766, "lumo_energy_ev": -1.29, "largest_force_ev_per_a": 3.22}

No. 7
{"formula": "C3H6O4Tl", "method": "ωB97M-V with the def2-TZVPD basis set", "elements": ["H", "C", "C", "O", "C", "O", "O", "O", "Tl", "H", "H", "H", "H", "H"], "xyz": [[2.6966, 0.4509, -1.0469], [-2.2304, 0.0999, 0.2095], [-0.9624, 0.7231, -0.3287], [0.1332, 0.7066, 0.6373], [1.3726, 0.1158, 0.2889], [1.7470, 0.5925, -0.9996], [2.2542, 0.2575, 1.1984], [1.0617, -1.3174, 0.0347], [-0.9221, -1.6960, 0.7030], [-2.8518, -0.3581, -0.5789], [-2.4268, 0.2261, 1.2879], [-1.1075, 1.7895, -0.5666], [-0.5708, 0.2165, -1.2332], [1.8066, -1.8070, 0.3942]], "forces_ev_per_a": [[-0.02, 0.07, 0.27], [1.42, -0.69, -0.44], [0.16, 1.56, -0.59], [-0.63, -0.23, -0.01], [1.69, 1.35, 0.96], [-0.34, 0.41, -0.65], [-0.29, -0.48, -0.52], [1.65, 0.09, -1.23], [-2.53, -3.38, 2.01], [-0.29, 0.51, 0.98], [-0.75, 0.46, -0.94], [0.41, -0.06, -0.19], [-0.55, 0.34, 0.07], [0.06, 0.05, 0.27]], "total_charge": -1, "energy_ev": -16090.079, "lumo_energy_ev": 3.07, "largest_force_ev_per_a": 4.68}

No. 8
{"formula": "C3H6OS", "method": "ωB97M-V with the def2-TZVPD basis set", "elements": ["C", "C", "C", "O", "S", "H", "H", "H", "H", "H", "H"], "xyz": [[-0.5040, 1.0131, -0.6370], [0.6362, -0.0173, -0.5255], [0.2523, -0.9630, 0.6453], [-0.2643, -0.3178, 1.6402], [0.5138, -2.5788, 0.5190], [-0.1518, 1.8724, -1.2309], [-0.8579, 1.5018, 0.2540], [-1.3344, 0.6527, -1.1367], [1.6711, 0.3524, -0.4383], [0.6126, -0.5753, -1.4549], [-0.5735, -0.9402, 2.3647]], "forces_ev_per_a": [[2.43, 2.29, -0.19], [-1.43, -0.25, 0.88], [1.66, -0.93, -2.47], [-1.08, -0.31, 2.33], [-0.32, 0.38, 0.53], [-0.05, -0.30, -0.12], [0.18, -0.28, 0.71], [-1.62, -1.13, -0.99], [-0.58, 0.22, 0.40], [0.17, -0.40, 0.12], [0.66, 0.69, -1.19]], "total_charge": 0, "energy_ev": -16090.499, "smiles": "CCC(O)=S", "lumo_energy_ev": 0.61, "largest_force_ev_per_a": 3.35}

No. 9
{"formula": "C3H6OS2", "method": "ωB97M-V with the def2-TZVPD basis set", "elements": ["C", "C", "C", "H", "H", "H", "H", "H", "H", "O", "S", "S"], "xyz": [[-1.0749, -2.4388, -0.4037], [-0.9305, 0.4290, -0.1005], [1.4083, 1.4087, 0.7145], [-0.6888, -3.1440, -1.2365], [-2.2648, -2.4039, -0.4504], [-0.5968, -2.6035, 0.5755], [-0.9193, 1.2103, -0.7848], [-1.8881, 0.1402, 0.3054], [2.2196, 1.2818, 1.5488], [1.4614, 2.0864, -0.2765], [-0.4729, -0.7907, -1.2004], [0.2248, 0.3179, 1.2624]], "forces_ev_per_a": [[-0.97, 1.00, -2.54], [-0.57, -2.01, 1.82], [2.13, -0.16, 1.37], [-0.74, 0.79, 1.75], [2.70, -0.29, 0.50], [-0.46, -0.04, -0.49], [-0.04, 2.50, -0.05], [-0.58, 0.70, 0.01], [-0.48, 0.88, -1.45], [-0.15, -0.20, 0.38], [0.09, -3.85, -1.81], [-0.95, 0.66, 0.52]], "total_charge": 0, "energy_ev": -26924.689, "lumo_energy_ev": 0.63, "largest_force_ev_per_a": 4.25}

No. 10
{"formula": "C3H6OS2", "method": "ωB97M-V with the def2-TZVPD basis set", "elements": ["C", "S", "C", "C", "O", "S", "H", "H", "H", "H", "H", "H"], "xyz": [[1.9670, 0.7535, -2.2540], [0.6240, -0.3062, -1.5640], [0.4588, 0.3963, 0.0876], [-0.6106, -0.2304, 0.8663], [-1.0164, -1.3940, 0.3748], [-1.2191, 0.4730, 2.2166], [2.8180, 0.9173, -1.6165], [2.3270, 0.3081, -3.1713], [1.5858, 1.7123, -2.5623], [0.1295, 1.4867, 0.0802], [1.4619, 0.2720, 0.5702], [-1.5610, -1.7289, 1.0605]], "forces_ev_per_a": [[-0.72, -0.11, -0.11], [0.66, 0.22, -0.80], [0.86, 1.92, -0.54], [-0.22, 0.03, 0.81], [0.97, 0.55, -0.50], [0.03, -0.46, -0.27], [0.20, -0.21, 0.56], [-0.02, -0.51, -0.09], [-0.32, 0.46, 0.14], [1.01, -1.18, -0.20], [-1.01, 0.32, 0.02], [-1.44, -1.03, 0.98]], "total_charge": 0, "energy_ev": -26925.639, "smiles": "CSCC(O)=S", "lumo_energy_ev": 0.22, "largest_force_ev_per_a": 2.17}

No. 11
{"formula": "C3H6OS2", "method": "ωB97M-V with the def2-TZVPD basis set", "elements": ["C", "C", "S", "H", "H", "H", "H", "O", "C", "S", "H", "H"], "xyz": [[0.9653, 0.0491, 0.5155], [2.1626, -0.7029, 0.0705], [1.1131, -0.1162, -1.2766], [1.1085, 1.0534, 0.9071], [0.1522, -0.5072, 0.9734], [3.1307, -0.2185, 0.1570], [2.1763, -1.7784, 0.2205], [-1.4932, 1.1817, -0.4762], [-2.2666, 0.1097, -0.2938], [-1.7480, -1.4065, -0.4739], [-2.0034, 1.9892, -0.3173], [-3.2975, 0.3465, -0.0063]], "forces_ev_per_a": [[0.26, 0.10, -0.04], [0.27, -0.01, 0.08], [0.47, 0.22, 0.16], [0.02, -0.16, -0.11], [0.18, 0.07, -0.11], [-0.09, -0.10, 0.01], [-0.03, 0.12, -0.02], [-0.20, 0.36, 0.03], [-0.24, -0.51, -0.01], [-0.86, 0.05, 0.10], [0.08, -0.11, -0.04], [0.15, -0.02, -0.06]], "total_charge": 0, "energy_ev": -26924.500, "smiles": "C1CS1.OC=S", "lumo_energy_ev": 0.35, "largest_force_ev_per_a": 0.86}

No. 12
{"formula": "C3H6P2", "method": "ωB97M-V with the def2-TZVPD basis set", "elements": ["C", "C", "C", "P", "P", "H", "H", "H", "H", "H", "H"], "xyz": [[-1.0024, 0.2015, 0.7576], [-1.3212, 0.0558, -0.7450], [-0.6221, -1.0298, 0.0095], [2.5075, 1.1153, -0.0677], [2.3680, -0.8574, 0.0910], [-0.1078, 0.7637, 1.1172], [-1.7128, -0.0157, 1.6637], [-2.4120, -0.1378, -1.0252], [-0.7977, 0.5439, -1.6048], [-0.8054, -2.1216, 0.1252], [3.9058, 1.4820, -0.3214]], "forces_ev_per_a": [[0.48, -1.23, 1.75], [-1.05, -0.86, -0.35], [0.31, 0.07, -0.20], [-0.07, 0.47, -0.20], [-0.30, -0.06, -0.28], [-1.01, -0.01, -0.60], [0.74, 0.86, -2.19], [1.53, 0.20, 0.53], [-0.23, 0.04, 1.30], [0.14, 1.21, -0.03], [-0.54, -0.70, 0.26]], "total_charge": 0, "energy_ev": -21780.321, "lumo_energy_ev": [-0.74, -0.98], "largest_force_ev_per_a": 2.47}

Copy entry 4 word for word.
{"formula": "C3H6O3Tb", "method": "ωB97M-V with the def2-TZVPD basis set", "elements": ["C", "C", "O", "C", "O", "Tb", "H", "H", "H", "H", "H", "O", "H"], "xyz": [[0.5998, 0.7255, -1.3715], [0.7057, 0.5098, -0.0428], [-0.4706, 0.5260, 0.7184], [-0.3974, 0.3575, 2.0222], [-1.6727, 0.3871, 2.3800], [-3.2078, 0.8916, 0.5772], [1.5049, 1.0315, -1.8961], [-0.3802, 0.6767, -1.8501], [1.5915, 0.7351, 0.5512], [-1.8041, 0.2268, 3.3250], [1.4342, -1.7303, -0.7247], [1.4825, -1.9919, -1.7359], [0.6143, -2.3453, -1.9529]], "forces_ev_per_a": [[0.11, -0.16, 2.26], [1.05, 2.27, -2.19], [-1.67, -0.57, 0.53], [2.00, -0.22, -0.46], [-2.30, 0.13, 0.25], [0.44, 0.01, -0.13], [-0.38, -0.57, -0.21], [0.44, 0.06, -0.21], [-0.18, -0.53, -0.06], [0.39, -0.02, 0.40], [0.16, -1.14, -3.26], [-0.07, 0.98, 3.02], [0.02, -0.24, 0.07]], "total_charge": 2, "spin_multiplicity": 8, "energy_ev": -31762.852, "lumo_energy_ev": [-9.56, -10.31], "largest_force_ev_per_a": 3.46}